# 1
Density functional theory data (the ωB97M-V functional and the def2-TZVPD basis) for a cluster of 4 separate species, C26H60I2O12P in total at a distorted geometry.

Last column: Löwdin charge in e.
CARTESIAN COORDINATES (ANGSTROEM)
C 5.231 2.760 -6.211  -0.13
C 4.230 2.891 -7.449  -0.21
C 2.739 2.399 -7.075  -0.30
O 1.813 3.492 -7.028  -0.31
P 1.320 3.913 -5.426  0.47
C 0.224 2.358 -5.111  -0.83
I 0.229 1.954 -2.936  0.71
C -1.249 2.475 -5.695  -0.76
C -2.255 3.348 -4.822  -0.23
I -2.074 0.406 -5.673  0.67
O 0.098 4.848 -6.267  -0.35
C 0.093 6.242 -5.918  -0.24
C 1.532 6.497 -5.227  -0.27
O 2.372 5.332 -5.274  -0.34
H 4.758 2.149 -5.373  0.07
H 5.496 3.777 -5.802  0.07
H 6.135 2.164 -6.552  0.06
H 4.620 2.172 -8.251  0.09
H 4.228 3.912 -7.940  0.11
H 2.420 1.749 -7.965  0.11
H 2.728 1.716 -6.175  0.09
H 0.817 4.346 -4.123  -0.02
H 2.400 3.254 -4.718  0.02
H 0.665 1.403 -5.556  0.01
H -1.264 2.754 -6.797  0.08
H -3.159 2.743 -4.491  0.02
H -1.767 3.919 -3.978  0.05
H -2.680 4.145 -5.526  0.08
H -0.106 6.827 -6.884  0.10
H -0.832 6.533 -5.305  0.10
H 1.262 6.896 -4.198  0.10
H 1.931 7.397 -5.801  0.10
C -0.023 0.375 1.383  -0.11
O 1.038 -0.560 1.391  -0.21
C 1.520 -0.823 0.076  -0.20
C 2.845 -1.569 0.137  -0.17
O 3.963 -0.706 0.344  -0.13
C 4.121 -0.209 1.671  -0.18
C 4.671 -1.251 2.636  -0.20
O 3.622 -2.089 3.111  -0.20
C 4.121 -3.238 3.767  -0.11
H -0.858 0.009 0.776  0.09
H -0.365 0.509 2.411  0.08
H 0.323 1.342 1.003  0.09
H 1.649 0.119 -0.470  0.09
H 0.774 -1.442 -0.437  0.13
H 3.016 -2.030 -0.841  0.13
H 2.826 -2.374 0.874  0.12
H 3.195 0.238 2.037  0.12
H 4.859 0.595 1.589  0.13
H 5.116 -0.747 3.502  0.12
H 5.434 -1.855 2.131  0.13
H 4.690 -3.859 3.067  0.09
H 3.273 -3.818 4.132  0.08
H 4.749 -2.955 4.617  0.09
C -10.627 1.401 -1.209  -0.12
O -9.480 1.691 -1.980  -0.20
C -9.074 3.049 -1.839  -0.20
C -7.679 3.250 -2.414  -0.18
O -6.643 2.876 -1.507  -0.13
C -6.434 1.472 -1.354  -0.17
C -5.710 0.846 -2.537  -0.19
O -6.631 0.562 -3.585  -0.21
C -5.969 0.259 -4.799  -0.13
H -11.465 2.042 -1.503  0.08
H -10.900 0.360 -1.386  0.09
H -10.412 1.528 -0.142  0.09
H -9.082 3.334 -0.780  0.13
H -9.789 3.672 -2.390  0.12
H -7.537 4.321 -2.585  0.13
H -7.559 2.751 -3.377  0.12
H -7.370 0.957 -1.128  0.12
H -5.790 1.374 -0.475  0.12
H -5.252 -0.101 -2.225  0.13
H -4.930 1.527 -2.896  0.12
H -5.394 1.123 -5.146  0.06
H -6.725 0.021 -5.549  0.09
H -5.309 -0.605 -4.674  0.07
C 0.179 -4.068 8.486  -0.11
O 1.245 -4.997 8.490  -0.21
C 1.722 -5.263 7.175  -0.20
C 3.050 -6.004 7.233  -0.17
O 4.163 -5.131 7.432  -0.14
C 4.318 -4.627 8.758  -0.18
C 4.873 -5.663 9.727  -0.20
O 3.829 -6.504 10.204  -0.20
C 4.333 -7.648 10.864  -0.11
H -0.657 -4.440 7.886  0.09
H -0.156 -3.933 9.515  0.09
H 0.518 -3.101 8.101  0.09
H 1.846 -4.323 6.624  0.13
H 0.977 -5.889 6.667  0.13
H 3.220 -6.468 6.257  0.13
H 3.040 -6.805 7.974  0.12
H 3.390 -4.184 9.122  0.12
H 5.051 -3.820 8.673  0.13
H 5.315 -5.153 10.591  0.12
H 5.640 -6.264 9.225  0.13
H 4.907 -8.269 10.168  0.09
H 3.486 -8.230 11.230  0.09
H 4.959 -7.359 11.715  0.09

Properties
Total charge = -1
Spin multiplicity = 1
HOMO-LUMO gap = 6.91 eV

***

# 2
Density functional theory data (the ωB97M-V functional and the def2-TZVPD basis) for a cluster of 3 separate species, C26H61BrN9O8P2S2 in total at a distorted geometry.

Last column: Löwdin charge in e.
CARTESIAN COORDINATES (ANGSTROEM)
C 6.871 -1.332 1.974  -0.15
C 6.313 -0.542 0.787  -0.50
S 4.770 -1.328 0.193  0.90
C 3.685 0.095 -0.148  -0.41
C 3.209 0.795 1.134  -0.25
C 3.060 2.326 1.092  -0.21
O 4.201 2.977 1.588  0.09
C 3.922 4.252 1.518  -0.28
N 3.555 5.334 1.728  0.25
N 1.843 2.547 1.951  0.19
C 1.697 1.392 2.891  -0.23
O 2.394 1.797 4.047  -0.04
N 3.771 1.326 4.117  0.03
O 4.433 2.123 4.609  0.17
C 2.102 0.137 2.074  -0.26
C 0.869 -0.009 1.067  -0.10
C 0.752 -1.355 0.342  -0.18
C -0.013 -2.479 1.059  -0.20
S -1.721 -2.124 1.467  0.58
O -2.247 -3.341 1.998  -0.27
O -2.484 -1.746 0.318  -0.26
O -1.850 -1.054 2.663  -0.14
C 2.603 -1.114 2.800  -0.19
C 2.149 -1.293 4.270  -0.68
C 1.120 -2.396 4.497  -0.14
Br 3.753 -1.836 5.300  0.73
H 7.776 -0.863 2.352  0.08
H 6.104 -1.391 2.748  0.04
H 7.078 -2.356 1.661  0.08
H 7.006 -0.575 -0.052  0.07
H 6.166 0.511 1.039  0.07
H 2.900 -0.165 -0.856  0.08
H 4.328 0.813 -0.669  0.09
H 4.099 0.698 1.778  0.11
H 2.759 2.599 0.079  0.18
H 1.035 2.714 1.337  0.15
H 1.858 3.393 2.538  0.18
H 0.669 1.310 3.246  0.17
H -0.080 0.277 1.529  0.11
H 1.043 0.742 0.291  0.12
H 0.196 -1.168 -0.581  0.13
H 1.709 -1.772 0.025  0.11
H -0.073 -3.317 0.362  0.12
H 0.459 -2.867 1.959  0.08
H -0.985 -0.836 3.032  0.04
H 2.396 -2.043 2.274  0.11
H 3.686 -1.039 2.815  0.04
H 1.790 -0.392 4.760  0.07
H 0.973 -2.599 5.554  0.08
H 0.144 -2.059 4.126  0.06
H 1.381 -3.309 3.962  0.09
O 0.601 4.820 0.404  -0.34
P -0.551 5.814 0.282  0.72
N -1.525 4.927 -0.829  -0.31
C -2.275 5.469 -1.949  -0.11
C -2.028 3.643 -0.350  -0.13
N 0.294 7.092 -0.502  -0.32
C -0.184 7.825 -1.663  -0.13
C 1.744 6.987 -0.569  -0.14
N -1.811 6.945 0.709  -0.26
C -1.327 7.965 1.686  -0.12
C -3.016 6.353 1.336  -0.12
H -3.020 6.223 -1.666  0.08
H -2.812 4.678 -2.471  0.08
H -1.615 5.901 -2.698  0.06
H -2.804 3.745 0.420  0.07
H -1.214 3.053 0.084  0.05
H -2.442 3.047 -1.162  0.08
H 0.023 7.287 -2.595  0.08
H 0.322 8.792 -1.727  0.08
H -1.247 8.052 -1.604  0.07
H 2.065 6.278 -1.344  0.09
H 2.134 6.663 0.384  0.02
H 2.205 7.953 -0.785  0.09
H -1.022 7.511 2.633  0.08
H -2.117 8.688 1.888  0.09
H -0.483 8.525 1.295  0.07
H -2.768 5.708 2.183  0.09
H -3.599 5.778 0.619  0.07
H -3.678 7.141 1.690  0.09
O -1.807 -7.676 -2.482  -0.30
P -2.786 -6.561 -2.716  0.69
N -3.537 -7.163 -4.146  -0.31
C -3.925 -6.397 -5.313  -0.13
C -4.269 -8.419 -3.991  -0.13
N -1.634 -5.329 -3.085  -0.33
C -1.722 -4.417 -4.208  -0.15
C -0.235 -5.627 -2.817  -0.15
N -3.984 -5.322 -2.434  -0.27
C -3.647 -4.511 -1.231  -0.13
C -5.360 -5.813 -2.199  -0.13
H -4.637 -5.587 -5.104  0.07
H -4.392 -7.040 -6.059  0.08
H -3.058 -5.970 -5.816  0.06
H -5.197 -8.305 -3.415  0.06
H -3.652 -9.155 -3.472  0.07
H -4.527 -8.853 -4.956  0.08
H -1.343 -4.870 -5.132  0.08
H -1.117 -3.523 -4.015  0.07
H -2.736 -4.057 -4.372  0.07
H 0.203 -6.280 -3.580  0.09
H -0.113 -6.100 -1.846  0.07
H 0.349 -4.700 -2.787  0.07
H -3.635 -5.129 -0.328  0.09
H -4.374 -3.710 -1.092  0.08
H -2.680 -4.026 -1.313  0.06
H -5.399 -6.584 -1.426  0.09
H -5.803 -6.211 -3.111  0.07
H -6.003 -4.988 -1.894  0.08

Properties
Total charge = +1
Spin multiplicity = 1
HOMO-LUMO gap = 5.70 eV